The following is a quantum chemistry calculation of C5H4LiO7Rb as an isolated structure, from the OMol25 dataset.

Each line ends with the Löwdin charge.
Atoms and positions in Å:
O  1.33  0.03  -2.25  -0.106
C  1.65  0.55  -1.16  -0.639
O  1.85  1.77  -0.92  -0.110
O  0.09  1.78  1.43  0.055
O  -1.71  1.36  0.17  0.073
C  -2.60  0.25  0.27  -0.089
C  -1.70  -0.89  0.77  -0.088
O  -0.40  -0.30  0.81  0.059
C  -0.50  1.04  0.65  -0.522
H  -3.41  0.50  0.96  0.133
H  -3.02  0.05  -0.73  0.131
H  -1.70  -1.76  0.11  0.129
H  -1.96  -1.24  1.77  0.134
Rb  1.71  -3.14  -3.26  0.920
Li  1.99  1.88  1.02  0.738
O  2.69  -1.60  -0.46  -0.093
O  2.96  0.11  0.95  -0.088
C  2.70  -0.41  -0.14  -0.638

Output
- Energy: -20443.691 eV
- HOMO energy: -0.2320 Eh

---

The following is a quantum chemistry calculation of a 2-piece molecular cluster, C3H9N2O overall, from the OMol25 dataset.

Each line ends with the Löwdin charge.
Atoms and positions in Å:
C  -1.17  -0.82  0.79  -0.178
C  -0.42  0.29  0.94  -0.228
N  -0.52  1.09  2.13  -0.012
N  -1.10  -1.59  -0.41  0.009
H  -1.88  -1.09  1.58  0.108
H  0.22  0.64  0.14  0.049
H  -0.92  1.99  1.92  0.054
H  0.40  1.27  2.54  0.065
H  -1.20  -2.58  -0.25  0.066
H  -0.25  -1.37  -0.99  0.055
C  1.69  0.91  -1.83  -0.201
O  1.07  -0.19  -1.31  -0.088
H  1.51  1.88  -1.25  0.119
H  2.84  0.85  -1.79  0.106
H  1.45  1.14  -2.87  0.077

Output
- Energy: -8280.979 eV
- Spin multiplicity: 2
- HOMO energy (alpha / beta): -0.2852 / -0.2843 Eh
- ⟨S²⟩: 0.75

---

The following is a quantum chemistry calculation of one molecule with the formula C7H13NO, from the OMol25 dataset.

Each line ends with the Löwdin charge.
Atoms and positions in Å:
C  0.27  -2.30  -0.50  -0.043
C  -0.75  -1.77  0.80  -0.057
C  -0.93  -0.63  -0.07  -0.241
C  -1.45  0.13  -1.05  0.063
C  -0.59  0.85  -0.08  -0.450
C  -1.23  1.75  0.96  -0.030
N  0.73  1.34  -0.46  -0.177
C  1.79  0.99  0.47  -0.068
O  1.12  0.82  -1.74  -0.052
H  -0.35  -2.69  -1.29  0.076
H  0.76  -3.14  -0.02  0.055
H  1.06  -1.66  -0.89  0.057
H  -0.22  -1.55  1.73  0.106
H  -1.54  -2.52  0.78  0.107
H  -1.66  0.11  -2.10  0.090
H  -1.32  2.77  0.57  0.075
H  -2.22  1.39  1.21  0.080
H  -0.65  1.80  1.88  0.063
H  1.96  -0.09  0.55  0.078
H  2.71  1.47  0.15  0.084
H  1.53  1.38  1.46  0.080
H  0.99  1.56  -2.34  0.101

Output
- Energy: -11001.853 eV
- HOMO energy: -0.2913 Eh
- SMILES string: CCC1=C[C@]1(C)N(C)O

---

The following is a quantum chemistry calculation of a 2-piece molecular cluster, C4H14NOS overall, from the OMol25 dataset.

Each line ends with the Löwdin charge.
Atoms and positions in Å:
C  -0.72  -0.46  -0.17  -0.165
C  0.02  -0.02  -1.42  -0.228
C  1.29  0.81  -1.18  -0.487
S  2.31  0.28  0.22  0.836
C  2.75  -1.37  -0.28  -0.404
N  -0.93  0.73  0.73  0.160
H  -0.20  -1.19  0.44  0.115
H  -1.72  -0.80  -0.43  0.137
H  0.22  -0.91  -1.99  0.120
H  -0.65  0.60  -2.00  0.118
H  1.90  0.75  -2.09  0.087
H  1.13  1.88  -1.08  0.075
H  3.49  -1.68  0.46  0.037
H  1.92  -2.08  -0.25  0.035
H  3.20  -1.48  -1.26  0.056
H  -1.47  1.45  0.23  0.174
H  -0.05  1.18  1.00  0.118
H  -1.40  0.65  1.64  0.134
H  -3.53  0.28  3.16  0.060
H  -4.22  0.65  1.94  0.068
O  -3.34  0.73  2.33  -0.046

Output
- Energy: -18741.817 eV
- HOMO energy: -0.4557 Eh
- Net charge: +1

---

The following is a quantum chemistry calculation of a 6-piece molecular cluster, C6H20O5 overall, from the OMol25 dataset.

Each line ends with the Löwdin charge.
Atoms and positions in Å:
C  1.98  -2.04  -0.92  -0.001
C  0.71  -2.08  -1.46  -0.163
C  -0.60  -2.08  -0.88  -0.145
C  -1.57  -1.23  -1.16  -0.344
C  -1.62  -0.15  -2.14  -0.049
C  -2.59  -1.08  -0.05  -0.040
H  2.27  -2.22  0.15  0.077
H  2.89  -2.03  -1.57  0.083
H  0.66  -2.22  -2.49  0.085
H  -0.69  -2.98  -0.15  0.160
H  -2.61  0.37  -2.18  0.104
H  -1.50  -0.51  -3.14  0.078
H  -0.74  0.46  -1.78  0.105
H  -2.78  -0.05  0.20  0.082
H  -2.12  -1.52  0.80  0.058
H  -3.43  -1.57  -0.35  0.051
O  -0.61  0.40  3.98  -0.083
H  0.23  0.44  3.53  -0.003
H  -1.06  -0.25  3.35  0.070
O  -0.82  2.72  -1.59  -0.055
H  -0.26  2.29  -0.98  -0.031
H  -1.73  2.59  -1.30  0.037
O  1.15  -0.42  1.18  -0.127
H  0.30  -0.71  0.86  0.020
H  1.93  -0.73  0.53  0.064
O  0.33  2.71  1.00  -0.061
H  -0.39  2.91  1.59  0.044
H  0.81  1.95  1.44  0.039
O  3.07  1.16  0.42  -0.073
H  3.26  2.15  0.53  0.091
H  2.18  0.95  0.60  -0.073

Output
- Energy: -16780.542 eV
- HOMO energy: -0.3386 Eh
- SMILES string: C=CC=C(C)C.O.O.O.O.O